1.
A gas-phase ion, CN4O (charge -2), computed with ωB97M-V/def2-TZVPD.

The geometry in XYZ format:
```
6
Properties=species:S:1:pos:R:3:forces:R:3:lowdin_charge:R:1
C 0.72656 -0.02256 0.01092 1.024 -0.803 0.154 -0.908
N 0.05274 -1.18676 0.04536 -3.301 1.968 -0.602 -0.069
N -0.07608 1.07294 0.02456 0.399 1.408 0.001 -0.124
N -1.39724 -0.62273 -0.04094 2.243 -1.741 0.592 -0.246
N -1.30742 0.65266 -0.00703 -1.111 -0.634 -0.241 -0.323
O 2.00144 0.10645 -0.03287 0.746 -0.197 0.097 -0.331
```
Forces are in eV/Å.

For the total energy, the calculation gives -332.25181 a.u. The value obtained for the molar mass is 84.0 g mol⁻¹. For the largest force on an atom, the calculation gives 3.89 eV/Å. Its relative energy (zero: lowest compared OMol25 entry of this formula, charge and spin) is 1.281 eV. Its HOMO energy is 2.11 eV. The net charge is -2. The value obtained for the HOMO-LUMO gap is 6.0 eV.

=====

2.
2 unconnected molecules or ions with the total composition C7H14, computed with ωB97M-V/def2-TZVPD.

The geometry in XYZ format:
```
21
Properties=species:S:1:pos:R:3:forces:R:3:lowdin_charge:R:1
C -0.11870 1.92305 -0.38542 0.259 -1.044 -0.303 -0.045
C 0.42544 0.78890 -0.87181 3.995 1.245 0.079 -0.203
C 1.82383 0.00860 -0.25737 -2.352 0.720 -0.405 -0.202
C 2.38032 0.67193 0.98755 0.537 -0.390 0.323 -0.129
H -0.53088 2.65256 -1.07235 -0.551 -0.294 0.087 0.052
H -0.26058 2.09303 0.67437 0.572 0.324 0.064 0.056
H 0.40511 0.61683 -1.94282 -0.230 0.039 -0.033 0.092
H 2.58897 -0.02929 -1.03771 -0.505 0.493 -0.316 0.092
H 1.66122 -1.05078 -0.02698 -0.366 0.123 -0.161 0.087
H 2.21792 0.00398 1.84180 -0.022 0.419 0.064 0.071
H 3.46513 0.73436 0.84232 -0.132 0.229 0.341 0.070
H 1.99004 1.66864 1.21094 0.046 -0.229 -0.172 0.061
C -1.61601 -2.00831 -1.05546 -0.054 0.111 0.171 -0.014
C -1.35425 -0.99096 -0.24051 3.046 -0.949 0.333 -0.270
C -2.21019 -0.48854 0.86822 0.091 0.077 0.068 -0.109
H -0.91836 -2.29001 -1.83900 0.007 -0.118 0.202 0.049
H -2.49983 -2.62763 -0.93241 -0.228 0.263 -0.306 0.051
H -0.17911 -0.62338 -0.24547 -4.024 -1.163 0.068 0.072
H -1.63685 -0.43507 1.79914 -0.055 0.054 -0.062 0.076
H -2.56190 0.52100 0.63848 -0.044 -0.020 0.100 0.070
H -3.07131 -1.13891 1.04449 0.010 0.111 -0.143 0.074
```
Forces are in eV/Å.

For the total energy, the calculation gives -274.97073 a.u. The value obtained for the molar mass is 98.2 g mol⁻¹. As for the SMILES: C=CCC.C=CC. For the largest force on an atom, the calculation gives 4.19 eV/Å. Its relative energy (zero: lowest compared OMol25 entry of this formula, charge and spin) is 3.960 eV. Its HOMO energy is -8.48 eV. The value obtained for the HOMO-LUMO gap is 9.5 eV.

=====

3.
A single C3H3Cl2F molecule, computed with ωB97M-V/def2-TZVPD.

The geometry in XYZ format:
```
9
Properties=species:S:1:pos:R:3:forces:R:3:lowdin_charge:R:1
C -0.15138 1.04443 -0.96755 0.078 -0.214 -1.207 -0.003
C -0.50675 0.26887 0.03573 0.058 0.243 0.514 -0.249
C 0.24962 -0.92389 0.61437 -0.164 2.160 -0.950 -1.328
F -0.58247 -1.85011 1.02227 -1.249 -1.473 0.314 -0.027
Cl 1.38215 -1.61565 -0.51903 0.424 -0.244 -0.210 0.695
Cl 1.02981 -0.28867 2.05153 0.788 0.088 0.716 0.682
H -0.73169 1.93106 -1.20869 0.043 -0.119 0.207 0.065
H 0.62601 0.80283 -1.70064 -0.073 0.000 0.563 0.056
H -1.31530 0.63113 0.67200 0.095 -0.443 0.053 0.108
```
Forces are in eV/Å.

For the total energy, the calculation gives -1136.33020 a.u. The value obtained for the molar mass is 129.0 g mol⁻¹. As for the SMILES: C=CC(F)(Cl)Cl. For the largest force on an atom, the calculation gives 2.37 eV/Å. Its relative energy (zero: lowest compared OMol25 entry of this formula, charge and spin) is 0.195 eV. Its HOMO energy is -10.55 eV. The value obtained for the HOMO-LUMO gap is 11.4 eV.

=====

Q: Number 3 is which compound?
A: C3H3Cl2F